Formula: C24H40N2O6PdS2SbSi
Source: the Open Molecules 2025 dataset
Level of theory: ωB97M-V/def2-TZVPD

XYZ file:
```
77
Properties=species:S:1:pos:R:3
Pd -0.463 0.470 -0.281
O -2.505 -3.412 -1.290
S -2.407 -2.068 -0.756
O -1.546 -1.203 -1.589
O -2.034 -2.002 0.646
C -4.075 -1.389 -0.903
C -5.047 -2.308 -1.275
C -6.378 -1.944 -1.412
C -6.752 -0.633 -1.175
C -5.788 0.295 -0.807
C -4.453 -0.061 -0.668
S -3.350 1.292 -0.219
O -2.448 1.490 -1.362
O -4.224 2.407 0.062
O -2.567 0.826 0.933
H -4.734 -3.326 -1.461
H -7.111 -2.687 -1.703
H -7.785 -0.323 -1.275
H -6.061 1.323 -0.619
C 1.703 0.810 -3.479
C 1.498 2.014 -2.606
C 1.878 3.286 -2.998
C 1.576 4.354 -2.139
C 0.960 4.140 -0.934
C 0.653 2.810 -0.543
N 0.917 1.798 -1.431
N 0.117 2.366 0.590
Si -0.470 3.342 1.901
C -1.787 4.573 1.353
C -1.111 2.212 3.251
C 0.985 4.297 2.645
H 0.740 0.390 -3.777
H 2.243 0.037 -2.929
H 2.272 1.064 -4.372
H 2.366 3.442 -3.950
H 1.822 5.367 -2.437
H 0.693 4.966 -0.289
H -2.322 4.219 0.470
H -1.361 5.557 1.137
H -2.529 4.696 2.146
H -2.166 1.976 3.119
H -0.970 2.696 4.223
H -0.564 1.266 3.258
H 1.543 4.879 1.908
H 1.683 3.596 3.111
H 0.634 4.983 3.422
C 1.884 -4.027 1.913
C 0.760 -3.045 1.610
C 0.233 -2.391 2.884
Sb 1.280 -1.505 0.199
C 3.115 -0.752 1.093
C 3.346 0.702 0.696
C 4.398 -1.567 0.959
C 1.704 -2.639 -1.605
C 3.172 -2.945 -1.878
C 0.863 -3.914 -1.631
H 1.519 -4.822 2.572
H 2.708 -3.536 2.437
H 2.288 -4.502 1.016
H -0.075 -3.552 1.123
H 1.025 -1.860 3.421
H -0.160 -3.157 3.561
H -0.579 -1.698 2.665
H 2.814 -0.769 2.149
H 3.647 0.782 -0.353
H 4.152 1.129 1.304
H 2.453 1.311 0.832
H 4.802 -1.497 -0.052
H 4.268 -2.624 1.193
H 5.161 -1.164 1.634
H 1.329 -1.983 -2.392
H 3.620 -3.538 -1.078
H 3.771 -2.041 -2.001
H 3.258 -3.526 -2.803
H 1.236 -4.649 -0.913
H 0.931 -4.369 -2.624
H -0.194 -3.735 -1.426
```

The calculation puts the total energy at -2953.59821 a.u. Its frontier orbital gap (alpha / beta) is 7.6 / 7.0 eV. Its largest force on an atom is 0.014 Eh/bohr. The calculation puts the LUMO energy (alpha / beta) at 2.6 / 2.0 eV. Its multiplicity is 3. The charge is -1. As for the expectation value of S²: 2.006. For the HOMO energy (alpha / beta), the calculation gives -5.0 / -5.0 eV.


Formula: C53H35IN2O6
Source: the Open Molecules 2025 dataset
Level of theory: ωB97M-V/def2-TZVPD

XYZ file:
```
97
Properties=species:S:1:pos:R:3
O 1.986 -3.671 1.010
C 1.976 -4.331 2.041
C 0.796 -4.312 2.930
C -0.325 -3.549 2.578
C -1.459 -3.558 3.393
C -1.477 -4.327 4.556
C -0.354 -5.074 4.917
C 0.786 -5.062 4.106
C 1.975 -5.841 4.505
O 1.987 -6.455 5.566
C 3.147 -5.875 3.607
C 4.267 -6.641 3.959
C 5.365 -6.707 3.101
C 5.349 -6.012 1.892
C 4.240 -5.237 1.546
C 3.138 -5.164 2.408
H -0.320 -2.951 1.669
H -2.330 -2.968 3.116
H -2.365 -4.343 5.184
H -0.374 -5.667 5.830
H 4.284 -7.190 4.899
H 6.232 -7.305 3.374
H 6.201 -6.071 1.219
H 4.237 -4.695 0.602
O -3.939 2.402 -7.572
C -3.465 2.699 -6.483
C -2.971 1.648 -5.570
C -3.029 0.305 -5.964
C -2.528 -0.691 -5.124
C -1.969 -0.350 -3.892
C -1.927 0.986 -3.491
C -2.434 1.987 -4.329
C -2.402 3.395 -3.888
O -1.980 3.687 -2.774
C -2.876 4.448 -4.808
C -2.816 5.791 -4.414
C -3.231 6.795 -5.289
C -3.705 6.463 -6.558
C -3.780 5.124 -6.948
C -3.369 4.113 -6.068
H -3.459 0.032 -6.926
H -2.570 -1.733 -5.433
H -1.567 -1.125 -3.243
H -1.493 1.245 -2.526
H -2.442 6.058 -3.427
H -3.179 7.838 -4.983
H -4.020 7.246 -7.244
H -4.154 4.872 -7.939
O 6.228 2.639 -0.155
C 5.676 3.069 0.850
C 5.946 4.443 1.322
C 6.823 5.264 0.602
C 7.052 6.576 1.018
C 6.406 7.072 2.151
C 5.546 6.250 2.880
C 5.320 4.931 2.468
C 4.421 4.063 3.256
O 3.914 4.474 4.293
C 4.137 2.697 2.774
C 3.257 1.878 3.494
C 2.956 0.597 3.028
C 3.529 0.132 1.845
C 4.417 0.942 1.133
C 4.726 2.225 1.602
H 7.326 4.886 -0.287
H 7.730 7.214 0.455
H 6.575 8.098 2.469
H 5.049 6.642 3.766
H 2.802 2.236 4.416
H 2.270 -0.036 3.587
H 3.287 -0.862 1.477
H 4.862 0.570 0.212
C -5.490 -3.859 0.342
C -4.908 -3.648 -1.181
I -6.008 -5.115 -2.452
C -5.107 -2.115 -1.771
C -4.645 -0.991 -0.622
C -5.807 -0.126 0.148
C -5.398 0.953 1.312
C -3.805 1.121 1.666
C -2.619 0.256 0.876
N -1.202 0.512 1.305
C -0.222 -0.316 0.523
C -0.670 -1.393 -0.611
N -2.078 -1.701 -1.040
C -3.023 -0.821 -0.273
H -5.149 -4.952 0.676
H -6.678 -3.874 0.364
H -5.054 -3.121 1.141
H -3.771 -3.997 -1.231
H -6.268 -2.003 -2.018
H -4.504 -1.985 -2.786
H -6.925 -0.324 -0.154
H -6.218 1.571 1.888
H -3.486 1.879 2.529
H 0.925 -0.183 0.755
H 0.200 -1.998 -1.156
```

The calculation puts the total energy at -2898.97442 a.u. Its frontier orbital gap is 7.0 eV. Its largest force on an atom is 0.144 Eh/bohr. Its structure (SMILES) is O=C1c2ccccc2C(=O)c2ccccc21.O=C1c2ccccc2C(=O)c2ccccc21.O=C1c2ccccc2C(=O)c2ccccc21.C[C@@H](I)Cc1cccc2nccnc12. The calculation puts the LUMO energy at -1.5 eV. For the HOMO energy, the calculation gives -8.5 eV.


Formula: C14H45F3N13O11
Source: the Open Molecules 2025 dataset
Level of theory: ωB97M-V/def2-TZVPD

XYZ file:
```
86
Properties=species:S:1:pos:R:3
C -13.172 -23.358 -12.741
O -12.140 -22.408 -12.921
O -12.841 -24.156 -11.626
C -14.587 -22.638 -12.834
F -15.526 -23.323 -12.350
F -14.635 -21.283 -12.493
F -14.894 -22.561 -14.102
C -11.903 -21.770 -14.154
C -10.719 -22.568 -14.818
H -9.901 -22.644 -14.102
H -10.929 -23.565 -15.206
H -10.137 -22.107 -15.617
H -11.430 -20.824 -13.892
H -12.738 -21.643 -14.843
H -12.975 -23.950 -13.635
C -7.343 -20.977 -16.011
O -7.408 -22.002 -16.666
N -7.787 -21.050 -14.792
N -7.046 -19.792 -16.405
H -7.592 -20.302 -14.143
H -8.342 -21.872 -14.602
H -6.836 -19.184 -15.626
H -6.600 -19.721 -17.308
C -13.330 -21.764 -8.704
O -13.184 -21.458 -7.507
N -13.807 -22.951 -9.099
N -13.230 -20.976 -9.695
H -13.569 -23.344 -9.999
H -13.856 -23.570 -8.302
H -12.974 -20.018 -9.502
H -13.308 -21.288 -10.652
C -10.034 -24.016 -9.432
O -9.024 -23.996 -8.737
N -10.818 -24.943 -9.790
N -10.258 -23.096 -10.239
H -10.666 -25.872 -9.424
H -11.605 -24.691 -10.370
H -11.027 -23.240 -10.877
H -9.645 -22.295 -10.179
C -11.452 -17.322 -15.275
O -11.854 -17.366 -16.410
N -11.943 -17.958 -14.273
N -10.486 -16.537 -14.899
H -12.643 -18.630 -14.554
H -11.836 -17.634 -13.322
H -10.180 -15.706 -15.387
H -10.192 -16.726 -13.951
C -10.018 -26.223 -13.580
O -9.263 -26.881 -14.294
N -11.248 -26.441 -13.444
N -9.685 -25.153 -12.896
H -11.661 -27.248 -13.891
H -11.916 -25.864 -12.954
H -8.716 -24.867 -12.895
H -10.389 -24.539 -12.512
C -15.061 -26.951 -10.515
O -15.619 -28.012 -10.286
N -15.433 -25.814 -10.180
N -13.794 -26.944 -11.066
H -14.941 -25.066 -10.646
H -16.348 -25.615 -9.799
H -13.316 -27.825 -11.189
H -13.291 -26.104 -11.316
C -9.841 -22.764 -18.435
C -11.029 -22.768 -19.330
C -12.238 -22.211 -18.690
O -11.892 -21.049 -17.968
C -13.005 -20.262 -17.479
N -10.708 -22.000 -20.507
H -10.045 -23.514 -17.670
H -9.818 -21.933 -17.730
H -8.868 -23.011 -18.859
H -11.146 -23.832 -19.533
H -12.635 -22.988 -18.037
H -13.050 -22.092 -19.406
H -12.632 -19.789 -16.570
H -13.914 -20.838 -17.309
H -13.168 -19.499 -18.239
H -10.987 -21.042 -20.355
H -9.712 -22.016 -20.672
O -17.711 -24.265 -14.376
H -17.387 -24.223 -15.276
H -16.996 -23.910 -13.847
O -16.746 -20.033 -13.538
H -16.080 -20.297 -12.904
H -17.065 -19.191 -13.214
```

The calculation puts the total energy at -2399.56156 a.u. Its frontier orbital gap (alpha / beta) is 2.3 / 9.0 eV. Its largest force on an atom is 0.176 Eh/bohr. The calculation puts the LUMO energy (alpha / beta) at 4.0 / 4.0 eV. Its multiplicity is 2. The charge is -2. As for the expectation value of S²: 0.750. For the HOMO energy (alpha / beta), the calculation gives 1.7 / -5.1 eV.


Formula: C3H13NO2
Source: the Open Molecules 2025 dataset
Level of theory: ωB97M-V/def2-TZVPD

XYZ file:
```
19
Properties=species:S:1:pos:R:3
C 1.464 -0.081 0.981
N 0.700 0.469 -0.164
C 0.674 1.938 -0.116
C 0.962 -0.121 -1.456
H 1.437 0.536 1.869
H 2.485 -0.270 0.636
H 0.997 -1.057 1.168
H -0.003 2.319 -0.877
H 0.429 2.148 0.915
H 1.659 2.349 -0.373
H 0.037 -0.264 -2.025
H 1.497 -1.053 -1.325
H 1.572 0.562 -2.070
O -2.128 0.481 0.071
H -2.431 -0.302 -0.402
H -1.166 0.415 -0.167
O -1.312 -2.321 0.613
H -0.901 -3.013 1.139
H -2.106 -2.074 1.101
```

The calculation puts the total energy at -327.29581 a.u. Its frontier orbital gap is 9.1 eV. Its largest force on an atom is 0.044 Eh/bohr. Its structure (SMILES) is CN(C)C.O.O. The calculation puts the LUMO energy at 0.7 eV. For the HOMO energy, the calculation gives -8.4 eV.


Formula: C18H33BO9
Source: the Open Molecules 2025 dataset
Level of theory: ωB97M-V/def2-TZVPD

XYZ file:
```
61
Properties=species:S:1:pos:R:3
C -0.665 2.992 -3.111
C -0.455 1.524 -2.870
C -0.586 0.586 -3.893
C -0.370 -0.765 -3.654
C -0.012 -1.205 -2.387
C 0.117 -0.288 -1.346
C 0.506 -0.747 0.026
O 1.932 -0.699 0.252
C 2.474 0.536 0.122
O 2.244 1.449 0.861
O 3.296 0.583 -0.936
C 4.657 1.046 -0.671
B 4.821 2.495 -1.294
O 4.624 3.610 -0.509
O 5.196 2.576 -2.605
C -0.112 1.062 -1.601
H 0.275 3.446 -3.433
H -0.952 3.484 -2.183
H -1.420 3.177 -3.870
H -0.864 0.925 -4.883
H -0.489 -1.478 -4.458
H 0.163 -2.259 -2.211
H 0.008 -0.157 0.798
H 0.232 -1.790 0.162
H 4.830 1.066 0.404
H 5.313 0.317 -1.139
H 4.063 4.286 -0.898
H 5.260 3.487 -2.910
H 0.000 1.755 -0.775
C 2.257 -5.914 1.461
O 1.011 -5.335 1.798
C 0.778 -5.257 3.195
C 1.022 -3.864 3.728
O 2.386 -3.494 3.644
C 2.672 -2.653 2.539
H 2.406 -5.765 0.393
H 3.079 -5.443 2.005
H 2.257 -6.990 1.670
H 1.406 -5.975 3.730
H -0.269 -5.526 3.368
H 0.737 -3.832 4.785
H 0.396 -3.146 3.187
H 2.250 -1.656 2.690
H 2.288 -3.066 1.604
H 3.755 -2.567 2.467
C -2.740 2.984 1.101
O -3.210 2.651 -0.193
C -3.873 1.396 -0.245
C -5.374 1.565 -0.291
O -5.882 2.116 0.912
C -6.184 3.495 0.824
H -2.418 4.023 1.072
H -3.524 2.874 1.854
H -1.884 2.359 1.379
H -3.589 0.775 0.610
H -3.542 0.889 -1.157
H -5.837 0.582 -0.424
H -5.652 2.188 -1.147
H -7.070 3.663 0.201
H -5.346 4.066 0.415
H -6.395 3.846 1.832
```

The calculation puts the total energy at -1407.68500 a.u. Its frontier orbital gap is 9.4 eV. Its largest force on an atom is 0.015 Eh/bohr. Its structure (SMILES) is Cc1cccc(COC(=O)OCB(O)O)c1.COCCOC.COCCOC. The calculation puts the LUMO energy at 0.2 eV. For the HOMO energy, the calculation gives -9.1 eV.


Formula: C6H6N2O2
Source: the Open Molecules 2025 dataset
Level of theory: ωB97M-V/def2-TZVPD

XYZ file:
```
16
Properties=species:S:1:pos:R:3
O 0.771 -0.904 1.855
C 0.015 -0.373 1.043
C -0.041 0.988 0.814
C -1.121 1.496 0.178
N -2.053 0.715 -0.474
C -2.094 -0.677 -0.320
O -2.825 -1.505 -0.763
N -0.906 -1.141 0.414
H 0.752 1.743 1.045
H -1.308 2.538 0.041
H -2.837 1.213 -1.006
H -0.993 -2.119 0.607
C 2.639 -0.718 -0.623
C 3.635 -0.160 -1.059
H 1.986 -1.413 -0.140
H 4.378 0.316 -1.614
```

The calculation puts the total energy at -492.16381 a.u. Its frontier orbital gap is 10.0 eV. Its largest force on an atom is 0.092 Eh/bohr. Its structure (SMILES) is O=c1cc[nH]c(=O)[nH]1.C#C. The calculation puts the LUMO energy at 0.4 eV. For the HOMO energy, the calculation gives -9.6 eV.